[1]
11
Properties=species:S:1:pos:R:3:nbo_charge:R:1 method="wB97M-V/def2-TZVPD" homo_ev="-19.308 / -19.298" s2=0.76 total_charge=+2 relative_energy_ev=3.456 spin_multiplicity=2
H -2.140 -1.516 0.335 0.45
O 1.853 0.860 0.005 -0.67
C 1.418 -0.472 0.000 -0.18
C -0.041 -0.504 -0.148 0.35
C -1.177 -1.107 -0.410 -0.16
H 2.811 0.879 0.091 0.52
H 1.666 -1.008 0.933 0.30
H 1.845 -1.061 -0.832 0.30
C -1.538 0.040 0.280 0.60
O -2.278 1.033 0.169 -0.54
Ag -2.418 2.855 -0.423 1.03

---

[2]
6
Properties=species:S:1:pos:R:3:nbo_charge:R:1 method="wB97M-V/def2-TZVPD" homo_ev=-11.013 smiles=O.O relative_energy_ev=0.161
H -0.769 -0.296 0.101 0.48
H -2.090 -0.269 -0.692 0.47
H 1.614 -0.472 0.643 0.47
H 1.564 0.926 0.063 0.48
O -1.607 0.117 0.053 -0.95
O 1.288 -0.006 -0.168 -0.94

---

[3]
50
Properties=species:S:1:pos:R:3:nbo_charge:R:1 method="wB97M-V/def2-TZVPD" homo_ev=-11.182 total_charge=+1
N 1.873 -0.675 1.837 -0.94
S 2.800 -0.535 0.334 2.03
O 2.072 -1.325 -0.695 -0.78
O 4.109 -1.228 0.623 -0.81
C 3.190 1.225 -0.136 0.42
F 4.546 1.358 -0.499 -0.24
F 3.055 2.009 1.054 -0.31
C 2.218 1.880 -1.223 0.93
F 2.785 3.130 -1.563 -0.29
F 1.998 1.115 -2.355 -0.26
F 1.018 2.202 -0.541 -0.30
H 1.881 0.198 2.397 0.47
H 2.266 -1.462 2.401 0.49
H 0.869 -0.893 1.568 0.50
C -0.763 5.112 1.190 0.53
O -1.590 4.912 2.058 -0.62
N -0.872 6.032 0.193 -0.43
C 0.160 6.212 -0.808 -0.40
C -2.063 6.860 0.131 -0.42
H 0.178 4.537 1.147 0.09
H 0.528 7.240 -0.761 0.20
H -0.264 6.023 -1.797 0.20
H 0.992 5.527 -0.638 0.20
H -2.153 7.428 1.059 0.22
H -2.941 6.217 0.028 0.22
H -2.009 7.545 -0.715 0.21
C -0.835 -2.148 2.637 0.52
O -0.475 -2.038 1.464 -0.68
N -1.276 -3.288 3.208 -0.38
C -1.686 -3.346 4.599 -0.41
C -1.343 -4.498 2.402 -0.43
H -0.824 -1.292 3.330 0.12
H -1.061 -4.071 5.125 0.21
H -2.730 -3.662 4.650 0.22
H -1.585 -2.371 5.079 0.21
H -0.345 -4.732 2.025 0.22
H -2.006 -4.326 1.552 0.24
H -1.716 -5.332 2.996 0.22
C -0.536 -3.519 -2.126 0.53
O -1.007 -4.466 -1.524 -0.63
N -0.646 -3.304 -3.466 -0.43
C -0.056 -2.149 -4.112 -0.40
C -1.378 -4.263 -4.272 -0.42
H 0.037 -2.734 -1.607 0.10
H -0.845 -1.568 -4.595 0.20
H 0.659 -2.488 -4.866 0.20
H 0.461 -1.518 -3.388 0.20
H -2.405 -4.330 -3.906 0.22
H -0.908 -5.245 -4.176 0.22
H -1.380 -3.959 -5.319 0.21

---

[4]
50
Properties=species:S:1:pos:R:3:nbo_charge:R:1 method="wB97M-V/def2-TZVPD" homo_ev=-8.528 smiles="Cc1ccccc1C(=O)N1CCC(n2nccc2NC(=O)C2CC2)CC1" relative_energy_ev=2.021
C -4.069 -2.142 0.040 -0.66
C -4.640 -0.847 -0.450 0.10
C -5.548 -0.813 -1.500 -0.24
C -6.077 0.384 -1.949 -0.20
C -5.706 1.575 -1.349 -0.22
C -4.798 1.560 -0.305 -0.18
C -4.259 0.360 0.139 -0.17
C -3.329 0.362 1.315 0.68
O -3.709 0.079 2.435 -0.62
N -2.051 0.734 1.057 -0.44
C -1.500 0.981 -0.252 -0.22
H -1.040 1.978 -0.256 0.18
C -0.444 -0.071 -0.597 -0.41
H -0.902 -1.059 -0.651 0.23
H 0.000 0.155 -1.567 0.22
C 0.641 -0.114 0.484 -0.03
N 1.571 -1.178 0.192 -0.19
C 2.915 -1.147 -0.008 0.32
C 3.317 -2.445 -0.254 -0.36
C 2.136 -3.192 -0.180 -0.03
N 1.099 -2.428 0.088 -0.30
H 2.009 -4.248 -0.309 0.21
H 4.311 -2.780 -0.458 0.25
N 3.646 0.030 0.048 -0.61
C 4.979 0.146 -0.261 0.69
O 5.664 -0.786 -0.615 -0.60
C 5.495 1.538 -0.123 -0.34
C 6.937 1.696 0.292 -0.39
C 6.545 1.979 -1.113 -0.39
H 6.514 3.001 -1.458 0.22
H 6.826 1.257 -1.865 0.24
H 7.481 0.785 0.486 0.24
H 7.185 2.518 0.946 0.22
H 4.786 2.280 0.223 0.21
H 3.147 0.861 0.329 0.40
C -0.010 -0.345 1.853 -0.41
C -1.070 0.722 2.118 -0.23
H -0.602 1.712 2.183 0.18
H -1.600 0.515 3.050 0.26
H -0.470 -1.334 1.848 0.23
H 0.747 -0.322 2.639 0.22
H 1.181 0.841 0.492 0.18
H -2.299 0.966 -0.995 0.24
H -4.505 2.483 0.176 0.21
H -6.123 2.511 -1.689 0.21
H -6.784 0.388 -2.765 0.21
H -5.848 -1.740 -1.969 0.21
H -3.022 -2.236 -0.249 0.22
H -4.615 -2.986 -0.373 0.22
H -4.119 -2.185 1.127 0.24

---

[5]
140
Properties=species:S:1:pos:R:3:mulliken_charge:R:1 method="wB97M-V/def2-TZVPD" homo_ev=-20.456 total_charge=+5
C 4.145 -2.937 1.636 -0.78
C 4.607 -1.678 2.331 0.59
O 4.706 -1.618 3.560 -0.49
N 5.004 -0.442 1.454 0.16
H 4.178 -0.299 0.891 0.04
H 5.094 0.370 2.048 0.45
C 6.291 -0.571 0.543 -0.78
H 3.870 -2.946 0.581 -0.03
H 3.353 -3.404 2.221 0.37
H 5.035 -3.528 1.852 0.48
H 6.253 -1.464 -0.079 0.34
H 7.155 -0.560 1.209 0.38
H 6.256 0.316 -0.089 0.38
C -2.672 6.249 -4.346 -1.36
C -1.562 5.798 -3.359 -0.31
C -2.189 5.154 -2.167 -0.27
C -1.239 4.279 -1.280 -0.81
N -1.780 3.957 0.160 0.69
C -3.174 3.258 0.071 0.18
C -4.239 4.331 0.278 -0.84
C -3.586 5.426 1.084 -0.76
C -2.038 5.291 0.978 -0.56
C -0.812 3.138 0.950 -1.57
H -3.404 6.849 -3.805 0.34
H -3.181 5.399 -4.799 0.37
H -2.302 6.988 -5.057 0.42
H -1.070 6.706 -3.010 0.37
H -0.839 5.146 -3.850 0.11
H -2.943 4.511 -2.622 0.25
H -2.646 5.968 -1.605 0.29
H -0.330 4.875 -1.198 0.43
H -0.995 3.353 -1.801 0.03
H -3.223 2.556 0.904 -0.06
H -3.293 2.766 -0.894 0.12
H -5.045 3.881 0.857 0.44
H -4.761 4.762 -0.577 0.42
H -3.801 5.273 2.141 0.32
H -4.052 6.377 0.828 0.36
H -1.610 5.224 1.978 0.39
H -1.624 6.108 0.387 0.38
H -0.669 2.307 0.259 0.10
H -1.268 2.811 1.884 0.73
H 0.066 3.746 1.167 0.61
C -3.547 -1.462 7.043 -0.78
C -2.416 -0.701 7.784 -0.61
C -1.025 -0.786 7.116 -0.76
C -1.015 -0.159 5.644 -0.68
N 0.455 -0.155 5.044 0.59
C 1.285 1.064 5.601 -0.52
C 1.875 1.765 4.355 -0.83
C 1.635 0.855 3.226 0.97
C 0.318 0.114 3.524 -0.62
C 1.101 -1.540 5.269 -1.01
H -3.393 -2.541 7.053 0.31
H -3.533 -1.191 5.987 -0.08
H -4.533 -1.400 7.505 0.42
H -2.334 -1.090 8.798 0.38
H -2.819 0.309 7.861 0.32
H -0.654 -1.811 7.084 0.39
H -0.249 -0.251 7.663 0.48
H -1.404 0.859 5.624 0.39
H -1.554 -0.801 4.948 0.37
H 2.113 0.620 6.153 0.35
H 0.713 1.726 6.251 0.41
H 2.885 2.088 4.608 0.37
H 1.386 2.712 4.124 0.31
H 2.364 0.052 3.128 -0.86
H 1.580 1.309 2.236 0.48
H 0.192 -0.868 3.070 0.44
H -0.534 0.737 3.252 -0.22
H 1.422 -1.696 6.299 0.41
H 1.956 -1.500 4.594 0.25
H 0.440 -2.305 4.862 0.36
C 2.399 -4.446 -2.492 -1.17
N 2.929 -5.559 -3.412 -0.12
C 4.133 -4.992 -4.151 -0.85
C 3.305 -6.746 -2.495 -0.74
C 1.915 -5.927 -4.562 -0.72
C 1.130 -4.760 -5.273 -0.53
O 1.849 -3.630 -5.748 -0.52
H 2.352 -3.561 -3.126 0.23
H 3.133 -4.114 -1.757 0.55
H 1.471 -4.867 -2.106 0.47
H 4.377 -5.832 -4.801 0.43
H 4.859 -4.918 -3.340 0.38
H 3.793 -4.066 -4.613 0.34
H 2.485 -7.018 -1.831 0.37
H 4.072 -6.332 -1.841 0.34
H 3.667 -7.601 -3.066 0.37
H 1.254 -6.540 -3.949 0.48
H 2.326 -6.729 -5.175 0.58
H 0.360 -4.424 -4.579 0.30
H 0.526 -5.297 -6.003 0.47
H 1.378 -3.181 -6.454 0.32
C -4.196 -2.830 0.541 -1.00
N -3.635 -1.568 -0.063 0.05
C -2.500 -1.947 -1.074 -1.05
C -4.774 -0.968 -0.833 -0.62
C -2.951 -0.686 1.045 0.08
C -3.909 -0.267 2.206 -0.51
O -4.630 0.855 1.748 -0.51
H -4.448 -3.492 -0.287 0.43
H -5.108 -2.655 1.111 0.49
H -3.388 -3.299 1.104 0.35
H -2.279 -0.921 -1.369 0.45
H -2.906 -2.526 -1.904 0.40
H -1.692 -2.437 -0.531 0.36
H -4.499 0.067 -1.036 0.24
H -5.649 -0.965 -0.182 0.39
H -4.961 -1.520 -1.755 0.35
H -2.560 0.168 0.491 -0.04
H -2.108 -1.214 1.489 0.12
H -3.585 -0.095 3.233 0.38
H -4.584 -1.096 2.417 0.27
H -4.999 1.177 2.574 0.34
C 2.715 1.304 -5.426 -0.85
N 1.427 1.079 -4.603 0.05
C 0.693 2.400 -4.436 -1.00
C 0.524 0.149 -5.453 -0.73
C 1.758 0.373 -3.247 -0.09
C 2.480 1.306 -2.229 -0.17
O 1.457 1.942 -1.461 -0.44
H 2.592 1.798 -6.390 0.36
H 3.062 0.303 -5.682 0.43
H 3.386 1.929 -4.836 0.36
H 0.141 2.790 -5.291 0.50
H 1.435 3.105 -4.061 0.41
H -0.201 2.265 -3.827 0.30
H -0.392 0.075 -4.867 0.40
H 0.852 -0.889 -5.392 0.17
H 0.398 0.471 -6.487 0.42
H 2.366 -0.474 -3.567 0.15
H 0.815 0.023 -2.826 0.40
H 3.074 2.103 -2.677 0.47
H 3.065 0.757 -1.492 -0.33
H 1.020 1.221 -1.004 0.08
N 1.145 -1.270 -0.055 0.40
O 1.093 -2.428 -0.454 -0.66
O 2.117 -0.799 0.502 -0.25
O 0.248 -0.457 -0.311 -0.28